[1]
Density functional theory data (ωB97M-V/def2-TZVPD) for 2 unconnected molecules or ions with the total composition C9H14 at a distorted geometry.

Element x y z (Å)
C1 -0.335 -2.269 -2.494
C2 -0.913 -2.467 -3.997
H1 -0.256 -1.210 -2.411
H2 -0.782 -2.605 -1.565
H3 0.706 -2.582 -2.491
H4 -0.361 -1.730 -4.637
H5 -0.642 -3.426 -4.425
H6 -1.942 -2.299 -4.210
C3 -1.957 1.651 1.998
C4 0.788 -0.475 0.100
C5 1.891 0.162 0.734
C6 -0.406 0.108 0.453
C7 -0.668 1.192 1.379
C8 1.843 1.311 1.528
C9 0.539 1.763 1.822
H7 0.980 -1.192 -0.628
H8 2.754 -0.449 0.710
H9 -1.290 -0.168 -0.191
H10 2.722 1.767 1.921
H11 -1.891 2.361 2.782
H12 -2.528 0.767 2.362
H13 0.443 2.670 2.371
H14 -2.595 2.238 1.268

Properties
total energy: -9549.95781 eV
frontier orbital gap (spin up / spin down): 10.11 / 6.22 eV
spin multiplicity: 2
total charge: +1

[2]
Density functional theory data (ωB97M-V/def2-TZVPD) for 2 unconnected molecules or ions with the total composition C9H14 at a distorted geometry.

Element x y z (Å)
C1 -2.090 1.471 -1.687
C2 -1.934 1.654 -0.153
H1 -2.144 2.425 -2.288
H2 -1.388 0.750 -2.037
H3 -3.042 1.029 -2.010
H4 -2.598 1.097 0.404
H5 -2.357 2.671 0.195
H6 -0.803 1.818 -0.046
C3 0.515 -1.203 2.587
C4 1.011 -1.836 -1.031
C5 0.635 -1.865 0.297
C6 1.652 -0.599 -1.458
C7 0.887 -0.825 1.191
C8 1.885 0.495 -0.594
C9 1.573 0.331 0.717
H7 1.067 -2.694 -1.622
H8 -0.147 -2.725 0.429
H9 1.891 -0.539 -2.512
H10 2.294 1.470 -0.872
H11 1.172 -2.038 2.914
H12 -0.649 -1.348 2.666
H13 1.945 1.015 1.492
H14 0.624 -0.555 3.420

Properties
total energy: -9549.49491 eV
frontier orbital gap (spin up / spin down): 9.85 / 6.03 eV
spin multiplicity: 2
total charge: +1

[3]
Density functional theory data (ωB97M-V/def2-TZVPD) for 2 unconnected molecules or ions with the total composition C9H14 at a distorted geometry.

Element x y z (Å)
C1 0.306 3.111 1.220
C2 1.670 2.701 1.763
H1 0.140 2.485 0.351
H2 -0.500 3.189 1.942
H3 0.370 4.132 0.819
H4 1.641 1.695 2.172
H5 2.442 2.619 0.988
H6 2.120 3.396 2.479
C3 1.443 -1.262 -1.507
C4 -0.775 -0.314 -0.872
C5 0.024 -1.453 -1.186
C6 -2.088 -0.505 -0.521
C7 -0.400 -2.775 -0.877
C8 -2.391 -1.767 0.034
C9 -1.561 -2.908 -0.163
H7 -0.446 0.653 -1.234
H8 -2.887 0.219 -0.609
H9 2.031 -1.158 -0.579
H10 1.858 -0.493 -2.191
H11 0.276 -3.610 -1.020
H12 -3.268 -1.986 0.636
H13 -1.835 -3.817 0.366
H14 1.830 -2.151 -2.012

Properties
total energy: -9550.65143 eV
frontier orbital gap (spin up / spin down): 9.78 / 6.02 eV
spin multiplicity: 2
total charge: +1

[4]
Density functional theory data (ωB97M-V/def2-TZVPD) for 2 unconnected molecules or ions with the total composition C9H14 at a distorted geometry.

Element x y z (Å)
C1 0.286 0.786 -2.060
C2 -1.899 -0.841 0.482
C3 -2.768 0.225 0.755
C4 -0.766 -0.593 -0.253
C5 -0.628 0.636 -0.930
C6 -2.534 1.537 0.240
C7 -1.523 1.747 -0.631
H1 -2.146 -1.873 0.696
H2 -3.643 0.061 1.370
H3 -0.017 -1.364 -0.344
H4 -3.277 2.252 0.567
H5 1.068 1.537 -1.897
H6 -0.151 0.938 -3.053
H7 -1.203 2.698 -1.030
H8 0.874 -0.110 -2.302
C8 2.575 -0.512 0.493
C9 2.036 -1.397 1.592
H9 3.456 0.069 0.735
H10 2.914 -1.078 -0.377
H11 1.811 0.223 0.253
H12 2.673 -2.143 2.068
H13 1.232 -2.018 1.230
H14 1.632 -0.779 2.396

Properties
total energy: -9550.92705 eV
frontier orbital gap (spin up / spin down): 10.40 / 6.72 eV
spin multiplicity: 2
total charge: +1

[5]
Density functional theory data (ωB97M-V/def2-TZVPD) for a gas-phase ion, C9H14B2N2O3P (charge +1) at a distorted geometry.

Element x y z (Å)
C1 3.308 2.181 2.339
C2 2.409 1.705 1.485
C3 1.286 0.759 0.850
N1 -0.128 1.172 1.009
C4 -1.266 0.366 0.499
B1 -2.755 0.975 0.789
C5 -2.931 2.620 0.809
O1 -3.948 0.204 1.072
C6 -1.018 -1.001 -0.249
B2 -2.212 -1.968 -0.802
N2 -2.903 -1.853 -2.117
O2 -2.656 -3.057 0.083
C7 0.479 -1.473 -0.434
C8 1.692 -0.581 0.126
P1 3.436 -1.275 -0.119
C9 3.857 -1.057 -1.992
O3 4.646 -0.374 0.703
H1 4.036 2.560 3.162
H2 -0.292 2.071 1.521
H3 -2.571 2.944 1.876
H4 -4.035 2.915 0.667
H5 -2.217 3.132 0.044
H6 -4.529 0.152 0.266
H7 -2.803 -0.919 -2.545
H8 -3.893 -2.131 -2.013
H9 -2.376 -2.798 1.008
H10 0.654 -2.484 -0.979
H11 4.769 -0.368 -2.141
H12 4.001 -2.111 -2.458
H13 2.942 -0.571 -2.495
H14 5.018 0.266 0.036

Properties
total energy: -29313.84091 eV
SMILES: C#Cc1[nH+]c(B(C)O)c(B(N)O)cc1P(C)O
frontier orbital gap: 6.63 eV
total charge: +1

[6]
Density functional theory data (ωB97M-V/def2-TZVPD) for a gas-phase ion, C9H14ClN2O (charge +1) at a distorted geometry.

Element x y z (Å)
C1 1.379 -1.902 -0.505
C2 2.096 -0.820 -0.352
C3 1.488 0.120 0.742
C4 -0.121 0.130 0.718
C5 -0.798 0.397 -0.737
C6 -1.058 -0.923 -2.818
C7 2.040 -0.330 2.115
C8 -0.531 1.457 1.510
C9 -2.279 0.905 -0.734
N1 0.390 -2.634 -0.425
N2 -0.831 -0.809 -1.558
O1 -0.813 -2.133 -0.903
Cl1 -1.381 0.363 -3.804
H1 3.153 -0.826 -0.698
H2 1.753 1.153 0.531
H3 -0.643 -0.720 1.267
H4 -0.072 0.954 -1.264
H5 -1.016 -1.945 -3.226
H6 2.008 0.359 2.849
H7 3.111 -0.321 1.873
H8 1.855 -1.312 2.498
H9 -1.615 1.393 1.476
H10 -0.232 2.495 1.051
H11 0.032 1.504 2.454
H12 -2.220 2.014 -0.514
H13 -3.011 0.640 0.128
H14 -2.684 0.792 -1.672

Properties
total energy: -27096.38568 eV
SMILES: C[C@@H]1[C@@H](C)C=C=NO/[N+](=C/Cl)[C@H]1C
frontier orbital gap: 8.75 eV
total charge: +1

[7]
Density functional theory data (ωB97M-V/def2-TZVPD) for a gas-phase ion, C9H14ClN2O2 (charge +1) at a distorted geometry.

Element x y z (Å)
C1 0.404 -0.321 0.602
C2 1.276 0.629 1.505
C3 1.958 1.712 0.528
C4 2.701 0.996 -0.512
C5 1.807 -0.055 -1.300
C6 1.220 -1.159 -0.377
C7 -2.290 -0.271 0.391
C8 -3.079 -1.407 0.988
C9 -2.742 0.355 -0.934
N1 -0.867 -0.262 0.602
N2 0.802 -2.142 -1.303
O1 -1.659 0.659 1.262
O2 -0.385 -2.223 -1.364
Cl1 -1.392 1.450 -1.572
H1 0.546 1.202 2.178
H2 1.958 0.072 2.102
H3 1.211 2.375 0.116
H4 2.693 2.458 0.993
H5 3.355 1.591 -1.207
H6 3.434 0.343 -0.027
H7 0.862 0.403 -1.681
H8 2.398 -0.442 -2.185
H9 2.121 -1.390 0.200
H10 -4.125 -1.261 1.124
H11 -2.794 -1.612 1.963
H12 -2.888 -2.277 0.285
H13 -3.633 1.019 -0.668
H14 -2.895 -0.440 -1.708

Properties
total energy: -29144.83134 eV
SMILES: C[C@@]1(CCl)O/[N+]1=C1\CCCC[C@@H]1N=O
frontier orbital gap: 9.25 eV
total charge: +1

[8]
Density functional theory data (ωB97M-V/def2-TZVPD) for a molecular structure, C9H14DyN2PS at a distorted geometry.

Element x y z (Å)
C1 1.064 -1.251 -0.843
C2 0.976 -2.508 -0.303
C3 -0.002 -3.021 0.594
C4 -1.225 -2.389 0.985
C5 -1.576 -1.087 0.744
Dy1 0.354 -0.154 0.986
P1 1.168 1.451 -1.425
H1 1.779 -1.068 -1.655
H2 1.732 -3.266 -0.548
H3 0.117 -4.075 0.879
H4 -2.587 -0.709 0.804
H5 -1.870 -3.110 1.521
H6 0.144 2.027 -2.225
H7 1.990 1.026 -2.515
H8 1.900 2.631 -1.101
C6 0.130 4.591 1.911
N1 -0.310 3.453 2.724
C7 -0.362 3.445 4.109
C8 -0.932 2.269 4.478
N2 -1.191 1.559 3.317
C9 -0.821 2.306 2.219
S1 -1.127 2.013 0.578
H9 0.932 4.288 1.223
H10 -0.721 4.985 1.334
H11 0.498 5.349 2.613
H12 0.002 4.289 4.679
H13 -1.169 1.890 5.448
H14 -1.741 0.700 3.253

Properties
total energy: -56741.65867 eV
frontier orbital gap (spin up / spin down): 5.17 / 5.28 eV
spin multiplicity: 6
total charge: 0